[1]
C11H8F12N3O4PPdS2 as an isolated structure. Source: OMol25; level of theory: the ωB97M-V functional and the def2-TZVPD basis.

Properties
* E: -3353.09656 hartree
* total charge: +1
* ⟨S²⟩: 0.785
* multiplicity: 2
* HOMO energy (alpha / beta): -0.487 / -0.522 Eh

Geometry (Å):
Pd 0.7137 -0.7153 -0.0044
F 5.0910 -0.2620 -0.6151
C 3.9692 -0.8933 -0.8862
F 3.1749 -0.1202 -1.6127
F 4.2088 -2.0229 -1.5185
S 3.1673 -1.3724 0.7360
O 2.0683 -2.2908 0.4081
O 4.2211 -1.7061 1.6138
N 2.3751 0.0234 1.1004
S 1.6224 0.2359 2.5875
O 1.3602 1.6305 2.6651
O 0.5546 -0.7340 2.7060
C 2.7782 -0.2230 3.9812
F 2.9399 -1.5273 4.0266
F 3.9332 0.3907 3.8259
F 2.1691 0.2032 5.0715
N -2.0674 -0.8595 1.2348
C -2.4696 -0.0483 0.2797
C -3.7936 -0.1759 -0.2228
C -4.3732 0.8390 -0.9499
C -3.6622 2.0003 -1.1991
C -2.2870 2.1126 -0.8455
C -1.5289 3.2452 -1.1988
C -0.1855 3.2557 -0.9434
C 0.4107 2.0984 -0.4451
N -0.2839 1.0162 -0.1057
C -1.6421 1.0453 -0.2099
H -2.6445 -1.6456 1.5046
H -1.1896 -0.7426 1.7498
H -4.3515 -1.0628 0.0492
H -5.3946 0.7444 -1.2895
H -4.1300 2.8274 -1.7166
H -2.0123 4.0843 -1.6821
H 0.4402 4.1011 -1.1882
H 1.4852 2.0212 -0.3454
F -0.7951 -0.6284 -2.1095
P -0.6747 -2.2548 -2.4381
F -2.2706 -2.3213 -2.4578
F -0.5753 -1.9512 -3.9784
F 0.9319 -2.0871 -2.2440
F -0.5445 -3.8118 -2.5887
F -0.7390 -2.4184 -0.7446

***

[2]
C11H8N2O3PdSe as an isolated structure at a distorted geometry. Source: OMol25; level of theory: the ωB97M-V functional and the def2-TZVPD basis.

Properties
* E: -3287.88728 hartree
* total charge: +2
* ⟨S²⟩: 2.036
* multiplicity: 3
* HOMO energy (alpha / beta): -0.594 / -0.594 Eh

Geometry (Å):
O -0.7825 3.0457 -4.5058
C -0.5573 1.9279 -4.3362
Pd -0.1078 0.1361 -3.6858
C 1.3101 -1.0539 -4.2363
C -1.8250 -0.8741 -3.9037
O 2.1801 -1.7960 -4.3725
O -2.8179 -1.4289 -4.0772
C -1.3675 1.1467 -0.2593
N -0.1644 0.5609 0.3119
C 1.0627 0.5706 -0.2822
Se 1.4720 1.2951 -1.9365
N 1.9103 -0.0353 0.6117
C 1.2224 -0.4314 1.7668
C 1.6412 -0.9957 2.9675
C 0.6617 -1.1589 3.9615
C -0.6791 -0.7635 3.7566
C -1.0799 -0.1971 2.5372
C -0.0948 -0.0538 1.5673
H -2.1614 1.0986 0.4905
H -1.6785 0.5904 -1.1541
H -1.1870 2.1907 -0.5439
H 2.9065 -0.1315 0.4396
H 2.6891 -1.2857 3.0854
H 0.9389 -1.5975 4.9237
H -1.4036 -0.8975 4.5594
H -2.0884 0.1382 2.3142

***

[3]
One molecule with the formula C11H8O at a distorted geometry. Source: OMol25; level of theory: the ωB97M-V functional and the def2-TZVPD basis.

Properties
* E: -498.94518 hartree
* ⟨S²⟩: 2.079
* multiplicity: 3
* HOMO energy (alpha / beta): -0.281 / -0.352 Eh

Geometry (Å):
C 0.5052 3.7654 0.4901
C -1.5608 0.3571 -4.1569
C 0.2485 2.5675 0.4217
C -1.4114 0.6642 -3.0151
C -0.0730 0.5041 -0.9775
C -1.2235 1.0006 -1.6975
C 0.5651 0.2136 1.3208
C 0.2422 -1.0471 0.8527
C -0.0445 -1.0340 -0.5613
C 0.2322 1.2160 0.3624
C 0.6804 -2.3490 1.5949
O -0.3096 -2.0019 -1.2351
H 0.8873 4.7236 0.6692
H -1.5834 -0.1391 -5.0724
H 0.9447 0.5386 -1.5623
H -1.8461 1.7916 -1.2087
H 0.8860 0.3700 2.2590
H -0.0574 -2.3119 2.4473
H 1.6521 -2.2234 2.0759
H 0.4097 -3.1577 0.8891

***

[4]
One molecule with the formula C11H8OS at a distorted geometry. Source: OMol25; level of theory: the ωB97M-V functional and the def2-TZVPD basis.

Properties
* E: -897.29426 hartree
* multiplicity: 1
* HOMO energy: -0.304 Eh
* structure (SMILES): O=C=C[C@@H]1C=Cc2ccccc2S1

Geometry (Å):
O 0.3616 2.2187 1.5571
C 1.0821 1.4210 1.1334
C 2.0869 0.5952 0.9947
C 2.3091 -0.4937 -0.0380
C 1.9019 0.2132 -1.2933
C 0.6332 0.3880 -1.6786
C -0.4910 0.0328 -0.8164
C -1.7436 0.6968 -0.8030
C -2.7699 0.1549 -0.0706
C -2.5009 -0.8397 0.9144
C -1.2749 -1.4598 0.9572
C -0.2814 -1.0523 0.0390
S 1.2918 -1.9637 0.2950
H 3.0878 0.9332 1.4407
H 3.2186 -0.9729 0.1226
H 2.6181 0.6735 -1.9117
H 0.5440 0.9123 -2.5124
H -1.7912 1.4707 -1.5429
H -3.7454 0.5643 -0.1251
H -3.3123 -1.2914 1.6282
H -1.2247 -2.2009 1.7100

***

[5]
C11H9Br2N7O3RuS2Se4 as an isolated structure. Source: OMol25; level of theory: the ωB97M-V functional and the def2-TZVPD basis.

Properties
* E: -16678.75936 hartree
* total charge: -1
* ⟨S²⟩: 0.756
* multiplicity: 2
* HOMO energy (alpha / beta): -0.152 / -0.152 Eh

Geometry (Å):
Ru 0.5250 0.8920 -0.4343
Se 0.0359 4.3182 -2.3050
Se -0.7688 6.3499 -1.9287
Se -2.2082 3.7769 0.6059
Se -0.0563 3.3498 -0.0914
Br -5.2635 -2.2192 -1.7474
C -3.6584 -1.2928 -1.3686
C -3.6544 0.0849 -1.2613
C -2.4575 0.7165 -0.9757
N -1.3126 0.0473 -0.7955
C -1.3246 -1.2974 -0.9153
C -2.4869 -2.0020 -1.1987
C -0.0101 -1.9484 -0.7469
C 0.1799 -3.3230 -0.8047
C 1.4614 -3.8137 -0.6559
Br 1.7579 -5.6794 -0.7281
C 2.5219 -2.9472 -0.4623
C 2.2534 -1.5918 -0.4072
N 1.0148 -1.1024 -0.5325
H -4.5518 0.6727 -1.3853
H -2.4186 1.7943 -0.8393
H -2.4817 -3.0769 -1.2912
H -0.6468 -3.9971 -0.9665
H 3.5372 -3.3016 -0.3668
H 3.0408 -0.8598 -0.2857
O 3.9441 0.3978 -1.9522
S 3.0468 1.5228 -1.7350
O 2.5432 1.5060 -0.2917
O 3.5809 2.8080 -2.1028
S 1.2320 1.1696 -2.6804
N 0.2773 2.0621 4.8145
N 0.3265 1.2541 3.6882
N 0.4790 -0.0478 3.7546
C 0.5019 -0.3675 2.4723
N 0.3708 0.7187 1.6850
N 0.2602 1.7463 2.4868
H -0.6788 2.0543 5.1567
H 0.4895 2.9992 4.4851
H 0.5985 -1.3733 2.1073

***

[6]
A 3-piece molecular cluster, C11H9Cl3F16O2 overall at a distorted geometry. Source: OMol25; level of theory: the ωB97M-V functional and the def2-TZVPD basis.

Properties
* E: -3553.41620 hartree
* multiplicity: 1
* HOMO energy: -0.405 Eh
* structure (SMILES): FC(F)C(F)(F)COC(F)(F)C(F)F.FC(F)C(F)(F)COC(F)(F)C(F)F.ClC(Cl)Cl

Geometry (Å):
F 0.7759 -5.5073 1.1903
C 0.2192 -6.7076 1.2278
F 1.1594 -7.6103 1.6680
C -1.1242 -6.8452 2.1192
F -2.0015 -5.9617 1.6227
F -0.9135 -6.5668 3.3964
C -1.7988 -8.2236 2.1248
O -2.0787 -8.6815 0.7501
C -3.0889 -9.6341 0.5174
F -2.8360 -10.8198 1.1012
F -4.2079 -9.1791 1.0514
C -3.2181 -9.7549 -1.0523
F -2.0850 -10.0189 -1.7053
F -4.1865 -10.6458 -1.4085
H -0.0114 -6.9295 0.1858
H -2.7480 -8.2472 2.6600
H -1.1704 -8.9927 2.5739
H -3.6931 -8.8638 -1.4625
F 2.2612 9.5189 -0.9937
C 2.1999 10.2960 -2.0250
F 3.4468 10.6774 -2.1903
C 1.6154 9.7337 -3.3282
F 1.8286 10.4872 -4.4449
F 0.2914 9.7290 -3.2392
C 2.0852 8.2642 -3.6853
O 2.0029 7.4533 -2.4852
C 2.5536 6.1217 -2.4958
F 1.8787 5.3003 -3.3445
F 3.8383 6.0484 -2.8358
C 2.4428 5.6629 -1.0313
F 1.3645 6.0701 -0.3558
F 2.6912 4.3686 -0.8110
H 1.6229 11.1731 -1.7318
H 3.1226 8.3327 -4.0127
H 1.6082 7.7462 -4.5173
H 3.2467 6.1598 -0.4883
Cl -2.0983 2.4916 4.4460
C -1.3877 1.0623 5.4270
Cl -2.5435 0.8558 6.7230
Cl 0.2565 1.4745 6.0436
H -1.3208 0.1624 4.8157

***

[7]
C11H9FNORhS4Sb as an isolated structure at a distorted geometry. Source: OMol25; level of theory: the ωB97M-V functional and the def2-TZVPD basis.

Properties
* E: -2597.96260 hartree
* total charge: -2
* ⟨S²⟩: 0.759
* multiplicity: 2
* HOMO energy (alpha / beta): -0.002 / -0.035 Eh

Geometry (Å):
Rh -0.2148 0.1455 0.4199
S -0.1067 2.7502 -3.8930
Sb 0.4640 2.5260 -1.6604
S -1.3350 2.0111 -0.1739
S 1.3727 0.3021 -1.3035
S 2.0876 4.0863 -1.0675
O 0.8785 -0.5201 2.2093
N 0.9208 0.8369 2.2145
C 2.0719 1.4842 1.8381
C 2.3134 2.7749 2.2133
C 1.4232 3.4511 3.0544
C 0.2888 2.7641 3.4817
C 0.0641 1.4765 3.0828
H 2.7225 0.9119 1.1967
H 3.2001 3.2581 1.8332
H 1.6048 4.4736 3.3518
H -0.4230 3.2333 4.1486
H -0.7926 0.8873 3.3701
F -4.3229 -4.1861 -1.1378
C -3.3711 -3.2349 -0.8547
C -2.6056 -3.3761 0.2815
C -1.6548 -2.3957 0.5644
C -1.4674 -1.2839 -0.2644
C -2.2682 -1.1935 -1.4061
C -3.2182 -2.1642 -1.7109
H -2.7562 -4.2304 0.9317
H -1.0427 -2.5132 1.4531
H -2.1475 -0.3491 -2.0742
H -3.8378 -2.0855 -2.5961

***

[8]
C11H9FNORhS4Sb as an isolated structure. Source: OMol25; level of theory: the ωB97M-V functional and the def2-TZVPD basis.

Properties
* E: -2597.92538 hartree
* total charge: -2
* ⟨S²⟩: 8.780
* multiplicity: 6
* HOMO energy (alpha / beta): -0.016 / -0.060 Eh

Geometry (Å):
Rh -0.7902 -1.0151 -0.7392
S 2.0880 -4.6443 -0.3127
Sb 1.1021 -3.3100 -1.9565
S -2.3383 -2.5285 -0.6805
S 1.5654 -1.0196 -1.3256
S 1.7325 -3.6089 -4.1420
O -0.5722 -0.5978 1.6694
N 0.6850 -0.7361 1.9669
C 1.2939 -1.9287 1.8094
C 2.6405 -2.0702 2.0663
C 3.3792 -0.9816 2.4941
C 2.7349 0.2447 2.6380
C 1.3965 0.3457 2.3619
H 0.6853 -2.7307 1.4166
H 3.0674 -3.0378 1.8414
H 4.4416 -1.0727 2.6746
H 3.2686 1.1373 2.9350
H 0.8124 1.2521 2.3985
F -3.5095 4.6104 -2.0044
C -2.9354 3.3843 -1.7566
C -3.6511 2.2426 -2.0438
C -3.0616 1.0100 -1.7787
C -1.7749 0.8836 -1.2455
C -1.1017 2.0856 -0.9858
C -1.6623 3.3364 -1.2300
H -4.6481 2.3282 -2.4613
H -3.6306 0.1096 -1.9879
H -0.0880 2.0528 -0.5942
H -1.1293 4.2586 -1.0274

***

> Among the records above, which one has the lowest E?

C11H9Br2N7O3RuS2Se4

***

> multiplicity of number 1 (C11H8F12N3O4PPdS2)?

2

***

> Which value of E does entry 6 give?

-3553.41620 hartree